Formula: C29H26N7O3SeTl
Source: the OMol25 dataset
Level of theory: ωB97M-V/def2-TZVPD

CARTESIAN COORDINATES (ANGSTROEM)
1 Tl 1.647 2.817 -0.809
2 Se -5.302 6.576 1.298
3 N -3.776 6.251 2.149
4 C -3.079 5.448 1.387
5 C -1.759 4.938 1.749
6 C -1.147 5.271 2.958
7 C 0.089 4.739 3.251
8 C 0.674 3.883 2.325
9 N 0.107 3.557 1.169
10 C -1.093 4.084 0.869
11 C -1.697 3.730 -0.435
12 N -0.974 2.966 -1.270
13 C -1.495 2.634 -2.443
14 C -2.765 3.025 -2.854
15 C -3.510 3.818 -2.009
16 C -2.970 4.189 -0.778
17 C -3.685 5.065 0.148
18 N -4.873 5.556 -0.094
19 H -1.657 5.940 3.639
20 H 0.599 4.972 4.175
21 H 1.641 3.437 2.530
22 H -0.867 2.045 -3.102
23 H -3.141 2.725 -3.822
24 H -4.497 4.170 -2.278
25 C 0.976 -6.335 1.780
26 C 1.229 -4.856 1.887
27 C 2.065 -4.400 2.920
28 C 2.419 -3.050 3.073
29 C 1.921 -2.139 2.196
30 C 1.005 -2.558 1.176
31 N 0.537 -1.569 0.393
32 C -0.716 -1.539 -0.270
33 C -1.849 -1.923 0.440
34 C -3.089 -1.880 -0.172
35 C -3.213 -1.460 -1.498
36 C -2.098 -1.056 -2.206
37 C -0.845 -1.126 -1.600
38 C 0.366 -0.747 -2.462
39 O 0.634 -1.183 -3.538
40 O 0.879 0.171 -1.714
41 C 0.672 -3.946 0.997
42 C -0.150 -4.419 -0.166
43 H 1.506 -6.871 2.562
44 H 1.315 -6.727 0.820
45 H -0.086 -6.566 1.876
46 H 2.469 -5.127 3.612
47 H 3.072 -2.747 3.879
48 H 2.167 -1.087 2.267
49 H 1.091 -0.713 0.381
50 H -1.750 -2.235 1.472
51 H -3.969 -2.165 0.388
52 H -4.183 -1.446 -1.974
53 H -2.172 -0.740 -3.237
54 H -1.212 -4.221 -0.026
55 H -0.035 -5.488 -0.305
56 H 0.154 -3.929 -1.094
57 C 4.251 -0.848 -3.146
58 N 3.707 0.032 -2.122
59 C 3.614 -0.262 -0.808
60 N 4.165 -1.452 -0.421
61 O 3.032 0.474 0.007
62 H 4.011 -0.432 -4.119
63 H 3.802 -1.840 -3.086
64 H 5.337 -0.929 -3.072
65 H 3.318 0.913 -2.406
66 H 4.859 -1.887 -1.007
67 H 4.327 -1.531 0.569

Results
**Gap between HOMO and LUMO (spin up / spin down)**: 0.16932 / 0.18049 Eh
**Charge**: +2

Results of the Mulliken charge analysis, in e, for atoms 1 through 5: atom 1 (Tl): 0.889, atom 2 (Se): 0.326, atom 3 (N): -0.827, atom 4 (C): 0.850, atom 5 (C): 0.503